[1]
Density functional theory data (ωB97M-V/def2-TZVPD) for C50H47N8PPd as an isolated structure.

total charge	+2
multiplicity	3
expectation value of S²	2.005
max |F|	0.4	eV/Å
relative energy (zero: lowest compared OMol25 entry of this formula, charge and spin)	62.11	kJ/mol

CARTESIAN COORDINATES (ANGSTROEM)
Pd -0.365 -0.558 -0.743
C -0.472 1.732 4.271
N -0.932 0.913 3.153
C -0.234 0.598 2.040
N -0.958 -0.208 1.281
C -2.147 -0.437 1.910
C -2.152 0.272 3.089
C -3.166 0.350 4.154
C -3.718 1.574 4.525
C -4.688 1.628 5.514
C -5.114 0.461 6.133
C -4.570 -0.762 5.762
C -3.597 -0.819 4.777
C -3.139 -1.348 1.329
C -4.504 -1.076 1.384
C -5.409 -1.931 0.772
C -4.964 -3.063 0.100
C -3.606 -3.352 0.053
C -2.699 -2.503 0.672
P 1.490 1.096 1.670
C 2.064 -0.531 1.075
N 1.463 -1.230 0.124
C 2.087 -2.439 0.021
C 3.112 -2.475 0.938
N 3.081 -1.259 1.588
C 4.026 -0.831 2.617
C 4.108 -3.523 1.210
C 4.888 -4.012 0.164
C 5.809 -5.021 0.398
C 5.956 -5.546 1.674
C 5.178 -5.065 2.719
C 4.254 -4.059 2.488
C 1.602 -3.451 -0.928
C 1.430 -4.776 -0.535
C 0.919 -5.704 -1.431
C 0.573 -5.318 -2.719
C 0.753 -4.001 -3.120
C 1.269 -3.072 -2.229
C 1.238 1.865 0.031
N 0.640 1.304 -1.009
C 0.728 2.167 -2.074
C 1.394 3.295 -1.647
N 1.700 3.084 -0.321
C 2.482 4.007 0.498
C 1.820 4.523 -2.348
C 2.990 4.522 -3.101
C 3.391 5.675 -3.760
C 2.628 6.830 -3.666
C 1.462 6.837 -2.913
C 1.057 5.685 -2.255
C 0.233 1.823 -3.420
C 0.011 2.814 -4.377
C -0.444 2.483 -5.644
C -0.687 1.160 -5.983
C -0.477 0.166 -5.038
C -0.017 0.498 -3.774
H 0.614 1.757 4.270
H -0.858 2.746 4.190
H -0.821 1.290 5.201
H -3.402 2.485 4.031
H -5.115 2.580 5.798
H -5.871 0.504 6.904
H -4.902 -1.671 6.245
H -3.170 -1.771 4.487
H -4.856 -0.192 1.902
H -6.468 -1.713 0.818
H -5.678 -3.724 -0.373
H -3.254 -4.245 -0.448
H -1.643 -2.760 0.665
H 5.012 -1.211 2.368
H 4.054 0.255 2.645
H 3.732 -1.213 3.592
H 4.772 -3.599 -0.831
H 6.414 -5.396 -0.416
H 6.675 -6.333 1.855
H 5.285 -5.481 3.712
H 3.629 -3.706 3.300
H 1.693 -5.079 0.470
H 0.790 -6.732 -1.121
H 0.179 -6.047 -3.415
H 0.518 -3.708 -4.135
H 1.478 -2.060 -2.561
H 2.118 5.018 0.342
H 2.373 3.738 1.544
H 3.531 3.959 0.213
H 3.577 3.615 -3.181
H 4.298 5.671 -4.350
H 2.942 7.728 -4.181
H 0.866 7.737 -2.842
H 0.141 5.686 -1.676
H 0.187 3.852 -4.134
H -0.610 3.268 -6.370
H -1.037 0.905 -6.973
H -0.659 -0.871 -5.291
H 0.110 -0.306 -3.053
N -2.216 2.409 -0.021
C -3.354 1.858 -0.760
C -2.919 1.093 -1.995
N -2.351 -0.249 -1.693
H -2.557 2.883 0.809
H -1.760 3.121 -0.584
H -4.063 2.624 -1.093
H -3.909 1.192 -0.093
H -2.174 1.661 -2.552
H -3.784 0.963 -2.649
H -2.318 -0.775 -2.564
H -3.015 -0.750 -1.103

[2]
Density functional theory data (ωB97M-V/def2-TZVPD) for C50H48AsBiF5N4O6P2SSe as an isolated structure.

total charge	-1
max |F|	2.4	eV/Å
relative energy (zero: lowest compared OMol25 entry of this formula, charge and spin)	0.00	kJ/mol

CARTESIAN COORDINATES (ANGSTROEM)
Bi -0.770 -0.291 -0.479
O -2.229 0.425 1.714
C -1.857 0.944 2.759
C -0.792 1.902 2.940
C -0.537 2.368 4.211
C 0.494 3.279 4.371
C 1.292 3.765 3.353
C 1.026 3.306 2.092
C -0.053 2.433 1.807
O -0.386 2.152 0.619
N 0.651 3.857 5.696
O 1.543 4.713 5.879
O -0.152 3.482 6.590
H -2.412 0.678 3.678
H -1.103 2.016 5.083
H 2.092 4.480 3.630
H 1.656 3.580 1.239
C 0.405 1.955 -3.977
P 0.186 2.519 -2.222
C 1.883 2.968 -1.683
N 2.248 4.247 -1.595
C 3.524 4.513 -1.239
C 3.919 5.852 -1.080
C 5.199 6.187 -0.684
C 6.135 5.149 -0.427
C 5.770 3.826 -0.607
C 4.467 3.477 -1.024
N 4.120 2.178 -1.182
C 2.824 1.927 -1.425
P 2.370 0.177 -1.610
C 3.155 -0.260 -3.233
C 3.383 -0.763 -0.290
C 3.230 -0.065 1.072
C 2.887 -2.204 -0.229
C 4.843 -0.778 -0.721
C -0.679 4.225 -2.447
C 0.007 4.961 -3.587
C -2.154 3.999 -2.851
C -0.637 5.089 -1.170
H 1.302 2.357 -4.470
H -0.493 2.199 -4.551
H 0.477 0.860 -3.938
H 3.120 6.574 -1.317
H 5.524 7.215 -0.520
H 7.141 5.414 -0.070
H 6.426 2.962 -0.438
H 4.090 0.280 -3.412
H 2.438 0.002 -4.025
H 3.336 -1.342 -3.226
H 2.224 -0.194 1.491
H 3.492 0.998 0.969
H 3.965 -0.482 1.783
H 1.928 -2.274 0.306
H 3.615 -2.808 0.344
H 2.787 -2.668 -1.230
H 5.179 0.261 -0.905
H 5.029 -1.418 -1.610
H 5.450 -1.201 0.113
H -0.046 4.442 -4.544
H 1.056 5.165 -3.344
H -0.508 5.930 -3.739
H -2.208 3.379 -3.768
H -2.591 4.979 -3.073
H -2.741 3.522 -2.054
H 0.391 5.410 -0.945
H -1.089 4.568 -0.322
H -1.273 5.975 -1.370
S -0.263 -1.475 -2.952
C -1.132 -2.947 -3.014
C -1.054 -3.628 -4.255
C -1.567 -4.931 -4.441
C -2.129 -5.577 -3.320
C -2.260 -4.930 -2.102
C -1.838 -3.607 -1.961
As -2.229 -2.768 -0.242
C -4.172 -2.760 -0.079
C -4.752 -1.818 0.784
C -6.155 -1.696 0.791
C -6.963 -2.457 -0.060
C -6.348 -3.407 -0.890
C -4.965 -3.529 -0.932
C -1.522 -4.288 0.790
C -2.293 -4.896 1.779
C -1.731 -5.896 2.563
C -0.389 -6.274 2.420
C 0.366 -5.650 1.413
C -0.208 -4.708 0.559
H -0.600 -3.061 -5.083
H -1.507 -5.442 -5.421
H -2.459 -6.620 -3.382
H -2.664 -5.453 -1.217
H -4.130 -1.215 1.453
H -6.605 -0.938 1.442
H -8.053 -2.305 -0.113
H -6.941 -4.043 -1.567
H -4.497 -4.222 -1.652
H -3.323 -4.566 1.942
H -2.376 -6.379 3.306
H 0.061 -7.010 3.081
H 1.421 -5.879 1.255
H 0.386 -4.266 -0.247
O -3.025 2.950 0.323
H -2.184 2.534 0.561
H -3.648 2.843 1.075
Se -3.211 0.781 -1.485
C -3.627 -0.625 -2.598
N -3.917 -1.611 -3.138
F -0.353 -3.466 6.705
C -0.221 -2.956 5.466
C 1.038 -2.836 4.877
F 2.158 -3.126 5.563
C 1.159 -2.410 3.576
F 2.382 -2.325 3.000
C 0.050 -2.006 2.742
O 0.273 -1.610 1.554
C -1.234 -2.230 3.389
F -2.412 -2.130 2.715
C -1.340 -2.651 4.689
F -2.562 -2.859 5.230